DFT (wB97M-V/def2-TZVPD) results for the molecule C6H14N2 in a non-equilibrium geometry.

## Properties
Energy relative to the best compared isomer or geometry (same formula, charge and spin) = 42.4 kcal/mol
E = -346.45958 hartree
SMILES string = C=CCCCNCN
HOMO level = -8.21 eV
Net charge = 0
Frontier orbital gap = 9.3269 eV

The geometry in XYZ format:
```
22
Properties=species:S:1:pos:R:3:forces:R:3
C -2.0644 -1.3950 1.1675 0.64 -0.48 0.11
C -1.4144 -0.2642 1.4180 -0.71 0.19 -0.55
C 0.0107 -0.1636 1.8418 1.29 -1.46 -0.29
C 0.7599 1.0870 1.3969 0.31 0.65 0.13
C 1.2405 1.2129 -0.0540 0.18 -0.35 -0.97
N 0.3270 0.5894 -0.9751 -1.18 -0.14 -0.27
C 0.4937 0.2129 -2.3532 0.50 -0.34 0.36
N 0.0176 -1.1577 -2.6418 0.30 -0.55 0.24
H -1.4878 -2.3152 1.1503 -0.01 -0.10 0.21
H -3.1200 -1.5473 0.9998 -0.09 0.55 -0.21
H -1.9338 0.6876 1.2997 -0.14 -0.04 0.36
H 0.5920 -1.0481 1.4997 -0.50 0.22 0.04
H 0.0037 -0.2899 2.9366 0.20 0.54 -0.17
H 1.7039 1.2404 1.9414 -0.59 -0.07 0.46
H 0.0711 1.8862 1.6387 0.11 0.71 0.01
H 1.5378 2.2571 -0.3181 -0.66 -0.21 0.40
H 2.1951 0.7025 -0.1585 0.30 -0.44 0.15
H -0.6291 0.5122 -0.6932 -0.22 0.30 0.33
H 1.5682 0.2928 -2.5068 0.10 -0.09 -0.61
H -0.0406 0.8196 -3.0985 0.20 0.43 0.45
H 0.7663 -1.8458 -2.5964 0.13 0.32 -0.08
H -0.5971 -1.4736 -1.8945 -0.17 0.34 -0.11
```
Forces are in eV/Å.

DFT (wB97M-V/def2-TZVPD) results for a structure of composition C17H24FeN4O5 in a non-equilibrium geometry.

## Properties
Energy relative to the best compared isomer or geometry (same formula, charge and spin) = 39.2 kcal/mol
E = -2520.91212 hartree
HOMO level (spin up / spin down) = -5.31 / -8.46 eV
Net charge = 0
Frontier orbital gap (spin up / spin down) = 4.7189 / 7.5191 eV
Spin multiplicity = 5

The geometry in XYZ format:
```
51
Properties=species:S:1:pos:R:3:forces:R:3
O -1.8130 0.2100 -4.7403 -1.46 1.55 3.25
H -2.5189 0.7743 -4.2510 1.14 -1.19 -1.93
Fe -0.5841 0.6392 -0.0725 2.97 1.74 1.66
N -0.1863 -1.1747 0.2329 0.15 -2.82 0.09
N 0.4079 -0.2705 -2.0243 1.36 -1.88 -1.77
O -0.0825 -1.6080 1.5917 -0.10 0.07 -0.46
O 0.9254 0.1806 -3.1149 -1.05 0.12 1.24
C 0.0594 -2.1282 -0.6811 -0.41 1.09 1.80
C 0.3589 -1.6358 -1.9636 -0.49 0.75 -0.28
C 0.0625 -3.5836 -0.3297 0.09 -0.37 0.15
C 0.5854 -2.5578 -3.1178 0.11 -0.17 -0.75
H -0.2942 -3.7679 0.6939 0.22 0.20 -0.44
H 1.0687 -4.0165 -0.4439 -0.24 0.19 0.06
H -0.5850 -4.1450 -1.0193 0.16 0.31 0.07
H 0.6159 -1.9707 -4.0406 0.03 -0.06 0.17
H -0.2328 -3.2928 -3.2348 0.27 0.35 0.25
H 1.5255 -3.1401 -3.0847 -0.30 0.36 0.21
H 0.7175 -1.1540 1.9193 -0.33 -0.07 -0.11
H -1.2923 0.1072 -3.9023 0.36 -0.34 -1.39
O 0.9461 2.6038 -1.9420 0.09 0.04 0.06
H 1.8162 2.7576 -1.5537 -0.18 -0.01 -0.05
H 1.0712 1.8443 -2.5550 -0.09 0.13 0.13
C -2.2453 0.6127 -0.6356 -1.78 -2.33 -3.72
H -1.6576 0.9048 -1.5557 -1.01 0.90 -0.24
H -2.3144 -0.4491 -0.9315 -1.05 -0.01 0.58
H -3.1791 1.1523 -0.5315 0.45 -0.55 -0.25
O -2.2371 -2.9841 2.9864 0.29 1.10 -0.41
H -1.6193 -2.3876 2.4873 -0.64 -0.70 0.66
H -2.8901 -2.3776 3.3783 0.39 -0.40 -0.23
C 3.3805 0.7215 1.6893 0.02 -0.87 -0.60
C 2.3091 0.3560 0.8688 1.20 0.10 0.72
N 1.1383 1.0118 0.8382 0.54 0.58 0.17
C 1.0386 2.1691 1.5711 -0.92 1.22 0.97
C 2.0837 2.6289 2.4345 0.61 -0.83 -0.40
C 3.2769 1.8656 2.4914 -0.81 1.28 0.51
C 1.8510 3.8145 3.2184 -1.13 0.81 -0.05
C 0.6341 4.4713 3.1645 1.47 -0.44 0.30
C -0.4527 3.9837 2.3797 -1.15 0.17 -0.45
C -1.7496 4.5517 2.3709 1.68 -0.14 0.36
C -2.7772 3.9288 1.6748 -0.32 -0.21 -0.02
C -2.5026 2.7312 1.0265 0.30 0.74 0.02
N -1.2547 2.2352 0.9016 -1.12 -0.11 0.01
C -0.2288 2.8325 1.5739 1.61 -0.24 0.71
H 4.3002 0.1049 1.7304 -0.79 0.44 -0.25
H 2.3908 -0.4991 0.2154 -0.01 -0.19 -0.07
H 4.0827 2.2007 3.1651 -0.44 -0.32 -0.45
H 2.6668 4.1813 3.8552 -0.44 -0.11 -0.28
H 0.4634 5.3723 3.7420 0.11 -0.04 0.07
H -1.9019 5.4562 2.9552 -0.13 -0.11 -0.14
H -3.7832 4.3604 1.6669 0.40 -0.40 0.03
H -3.3146 2.1738 0.5635 0.39 0.67 0.51
```
Forces are in eV/Å.

DFT (wB97M-V/def2-TZVPD) results for the molecule C5H8N2S in a non-equilibrium geometry.

## Properties
Energy relative to the best compared isomer or geometry (same formula, charge and spin) = 108.1 kcal/mol
E = -702.85774 hartree
SMILES string = C=N/N=C(\C=S)CC
HOMO level = -8.66 eV
Net charge = 0
Frontier orbital gap = 7.2395 eV

The geometry in XYZ format:
```
16
Properties=species:S:1:pos:R:3:forces:R:3
C -3.2470 -0.9285 0.0851 3.36 2.48 -1.26
N -2.1283 -0.2855 -0.4081 -7.04 -3.97 0.04
N -1.2951 0.3951 0.2888 3.80 0.39 0.07
C -0.0134 0.0728 0.1484 -1.37 -0.79 1.31
C 0.4380 -1.2687 -0.2211 -0.12 -3.51 -1.88
S 1.8888 -1.9970 0.0940 -0.79 0.76 0.05
C 1.1441 0.8431 0.6349 -0.97 -0.93 2.76
C 1.8895 1.3640 -0.4634 1.67 -1.04 -4.45
H -3.4425 -0.9917 1.1483 0.38 0.10 0.29
H -4.0962 -1.3295 -0.5214 1.55 0.50 -0.19
H -0.1559 -2.0755 -0.8100 0.05 2.24 1.01
H 1.7064 0.0902 1.2732 -0.31 1.50 -0.45
H 0.8613 1.7192 1.1377 -0.95 0.77 1.64
H 2.6238 2.0838 -0.2892 0.48 2.06 0.97
H 2.6370 0.6129 -0.7979 -0.97 -0.18 -0.74
H 1.1895 1.6955 -1.2994 1.22 -0.36 0.81
```
Forces are in eV/Å.

DFT (wB97M-V/def2-TZVPD) results for a cluster of 2 separate species, CH8N5O in total in a non-equilibrium geometry.

## Properties
Energy relative to the best compared isomer or geometry (same formula, charge and spin) = 39.3 kcal/mol
E = -391.53722 hartree
HOMO level = -12.54 eV
Net charge = +1
Frontier orbital gap = 9.1306 eV

The geometry in XYZ format:
```
15
Properties=species:S:1:pos:R:3:forces:R:3
C -1.3990 -0.9069 -0.0513 2.19 -2.94 -1.58
N -2.2370 -1.8574 0.3620 0.10 1.64 -0.15
N -0.4790 -1.3422 -0.9131 0.70 6.85 2.17
N 1.8423 0.3588 -0.7847 -0.38 -1.79 -2.03
N 0.7469 1.8667 0.3667 -3.90 1.71 0.15
N 1.7437 1.2330 0.1315 4.89 -0.43 1.09
O 0.8800 2.8376 1.3552 -1.44 0.15 -0.76
H -2.2338 -2.7385 -0.1391 -0.21 0.15 0.34
H -0.4089 -2.2129 -1.2589 0.03 -3.68 -1.29
H 0.3595 -0.6541 -1.0285 -0.76 -1.05 -0.27
H 2.8134 0.1709 -1.1054 -0.87 0.34 1.11
H -1.2209 0.1295 0.2922 -0.92 -0.70 0.12
H -3.0288 -1.5834 0.8860 -0.89 -0.13 0.57
H 2.5932 1.3404 0.7362 -0.50 0.76 -0.25
H 0.0286 3.3585 1.1511 1.96 -0.88 0.77
```
Forces are in eV/Å.

DFT (wB97M-V/def2-TZVPD) results for a cluster of 3 separate species, C13H30F3N2O8P2 in total in a non-equilibrium geometry.

## Properties
E = -2206.56913 hartree
HOMO level = -12.30 eV
Net charge = +1
Frontier orbital gap = 8.8610 eV

The geometry in XYZ format:
```
58
Properties=species:S:1:pos:R:3:forces:R:3
C -2.1532 -0.0303 -0.4688 -0.18 -0.42 0.31
C -1.5572 -1.3761 0.3316 -3.74 1.48 -1.59
O -0.1087 -1.1966 0.3706 -2.18 0.17 -1.64
N 0.5000 -1.9397 1.3231 1.25 0.94 4.36
C 0.5293 -1.0471 2.5732 0.05 2.29 2.02
C 1.0530 -1.7901 3.9294 1.31 0.86 1.35
O 2.4587 -2.2166 3.9252 -1.44 1.30 -0.33
C 0.9261 -0.6882 5.1820 -1.02 -0.14 1.45
F -0.4599 -0.8392 5.7171 4.44 0.97 -1.45
F 1.8889 -1.0518 6.2883 -3.48 1.74 -3.91
F 1.1254 0.7135 4.7520 -0.53 -4.51 1.71
P 2.1707 -2.1992 0.6170 5.29 2.00 -0.53
N 3.2479 -1.1367 1.1842 -0.65 -2.48 -0.34
P -0.2029 -3.5516 1.5942 -2.61 -5.76 0.25
O 0.9381 -4.6319 2.4241 -1.17 2.40 -1.26
O -1.5508 -3.4929 2.7483 1.87 0.22 -2.74
H -1.3497 0.8380 -0.5316 -1.81 -2.37 0.31
H -3.1156 0.3489 0.1085 2.22 -0.70 -1.09
H -2.4950 -0.3230 -1.5510 0.97 0.65 2.26
H -1.9281 -2.2898 -0.3368 1.35 1.66 1.74
H -2.0950 -1.3411 1.3886 1.73 -0.34 -1.98
H 1.1471 -0.0588 2.3140 -1.04 -2.52 0.57
H -0.5662 -0.6420 2.8248 2.20 -1.33 -0.94
H 0.4105 -2.7110 4.2810 1.26 1.86 -0.88
H 3.0648 -1.4213 3.9873 -1.16 -1.10 -0.23
H 2.6464 -3.5414 0.8096 -1.05 0.46 -0.14
H 2.0751 -1.9880 -0.8207 -1.14 -0.37 1.27
H 4.0145 -1.7154 1.6380 -1.26 1.06 -0.36
H 1.4896 -5.1327 1.7532 -1.15 0.87 0.84
H -2.3534 -3.6526 2.1357 1.71 0.31 1.30
O -2.1348 2.4067 -1.4209 -0.05 2.16 1.30
C -2.0051 3.3828 -0.6839 -0.41 -0.85 -1.08
O -2.4507 3.3370 0.5911 0.19 -0.73 -0.24
C -2.1900 4.3470 1.5835 -0.11 0.35 0.10
C -3.1984 5.4736 1.4854 -0.15 0.10 -0.21
C -1.4375 4.6667 -1.2107 0.73 0.16 0.01
H -1.1554 4.6984 1.5254 -0.12 -0.03 -0.14
H -2.2944 3.8567 2.5574 0.00 -0.17 -0.33
H -3.1405 5.9834 0.5193 0.09 0.00 0.15
H -3.0321 6.2107 2.2754 -0.01 -0.10 -0.07
H -4.2177 5.0838 1.5746 0.19 0.01 0.09
H -2.2273 5.2288 -1.7161 0.10 -0.08 0.07
H -0.6473 4.4268 -1.9294 -0.37 -0.01 -0.02
H -0.9745 5.2897 -0.4476 -0.22 0.09 0.01
O -0.6649 -0.8771 -2.9006 1.66 -0.53 -1.45
C 0.1958 -0.8513 -3.7789 -0.88 0.05 1.11
O 0.7956 -1.9948 -4.1778 -0.60 -0.13 0.34
C 1.6759 -2.1018 -5.3120 0.30 0.05 -0.15
C 3.0944 -1.7288 -4.9319 0.09 0.21 0.18
C 0.6597 0.4529 -4.3547 -0.36 0.34 -0.58
H 1.2983 -1.5220 -6.1597 0.02 0.03 0.20
H 1.6527 -3.1519 -5.6224 -0.23 0.18 0.25
H 3.1624 -0.6890 -4.5992 0.00 -0.07 -0.16
H 3.7702 -1.8649 -5.7804 -0.08 -0.01 0.10
H 3.4431 -2.3486 -4.0994 -0.05 -0.04 -0.19
H 1.4091 0.8930 -3.6913 -0.09 -0.05 -0.08
H -0.2009 1.1259 -4.4252 0.19 -0.12 0.30
H 1.0642 0.3711 -5.3619 0.20 -0.05 0.13
```
Forces are in eV/Å.

DFT (wB97M-V/def2-TZVPD) results for the molecule C6H9P in a non-equilibrium geometry.

## Properties
Energy relative to the best compared isomer or geometry (same formula, charge and spin) = 36.6 kcal/mol
E = -575.27969 hartree
SMILES string = CC1=CCP=C1C
HOMO level = -8.35 eV
Net charge = 0
Frontier orbital gap = 9.1284 eV

The geometry in XYZ format:
```
16
Properties=species:S:1:pos:R:3:forces:R:3
C 1.6741 -0.4358 -0.1361 0.81 0.79 -1.83
C 0.2328 -0.5910 -0.1063 -4.29 4.87 0.68
C -0.5549 -1.6350 -0.1527 -1.13 0.77 -0.34
C -2.0596 -1.4706 -0.0313 0.52 -1.22 -1.68
P -2.5171 0.2835 0.1658 1.81 0.38 0.44
C -0.8766 0.7693 0.0996 1.38 -1.88 -0.02
C -0.4453 2.2337 0.2141 -0.90 -1.34 3.12
H 2.1004 0.1095 -1.0554 -0.84 -1.18 0.86
H 2.0781 -1.4365 -0.0234 0.71 0.16 0.06
H 1.9511 0.2592 0.6211 0.52 0.09 1.14
H -0.0475 -2.5010 -0.4114 0.24 -2.31 -0.15
H -2.6006 -1.7376 -0.9786 0.78 0.17 0.09
H -2.4563 -2.2859 0.5539 -0.35 0.23 1.06
H 0.4069 2.4600 -0.3221 1.85 0.36 -1.33
H -0.1952 2.5314 1.3313 -0.67 -0.63 -2.09
H -1.2614 2.8184 -0.1497 -0.45 0.74 -0.01
```
Forces are in eV/Å.